C28H33N2NiO3S3 as an isolated structure at a distorted geometry, computed with ωB97M-V/def2-TZVPD.

Output
Spin multiplicity: 3
Total charge: +1
LUMO energy (alpha / beta): -2.3528 / -2.5868 eV

```
70
C28H33N2NiO3S3, DFT ωB97M-V/def2-TZVPD
Ni -0.5175 -0.7474 0.8173
C 1.4170 -5.9234 -1.6084
C 0.4142 -5.2197 -2.5185
N -0.5983 -4.4034 -1.7685
C -1.8967 -5.0436 -1.6128
C -1.9975 -5.9730 -0.4012
C -0.2362 -3.2772 -1.1114
S -1.3955 -2.4981 -0.0679
N 0.9982 -2.8092 -1.3160
C 1.6318 -1.7670 -0.8480
O 1.1905 -0.8145 -0.1205
C 3.0794 -1.6380 -1.2571
C 3.6990 -2.5481 -2.1397
C 5.0462 -2.3763 -2.4958
C 5.7852 -1.2873 -2.0030
C 5.1558 -0.3593 -1.1712
C 3.8304 -0.5395 -0.7751
H 2.2009 -6.4119 -2.2143
H 0.9251 -6.6969 -0.9796
H 1.8815 -5.1841 -0.9331
H -0.1653 -5.9407 -3.1204
H 0.9494 -4.5598 -3.2117
H -2.0901 -5.6401 -2.5412
H -2.6574 -4.2567 -1.5339
H -1.3561 -6.8781 -0.5364
H -3.0227 -6.3383 -0.2791
H -1.6988 -5.4170 0.5231
H 3.1181 -3.3736 -2.5409
H 5.5197 -3.1073 -3.1478
H 6.8209 -1.1597 -2.2661
H 5.7022 0.5054 -0.8049
H 3.3532 0.1364 -0.0770
O -0.6194 -0.6139 2.7313
S -1.3556 0.4379 3.6344
C -3.0233 0.7413 2.8313
C -3.5429 2.1773 2.7032
C -3.1486 3.0759 1.5002
C -3.5378 2.5598 0.1305
S -2.2624 1.6967 -0.8959
O -1.4832 0.8220 0.1327
C -1.1812 3.0424 -1.3379
C -1.7081 4.2850 -1.7260
C -0.8303 5.3310 -2.0497
C 0.5588 5.1294 -2.0261
C 1.0727 3.8832 -1.6288
C 0.2023 2.8329 -1.2814
C -0.3866 1.9135 3.4488
C -0.5676 2.9826 4.3541
C 0.1399 4.1716 4.1633
C 1.0161 4.3064 3.0758
C 1.1678 3.2402 2.1758
C 0.4931 2.0250 2.3709
H -3.6663 0.2273 3.5735
H -3.0984 0.1517 1.8997
H -3.2711 2.6997 3.6372
H -4.6543 2.1299 2.6946
H -2.0803 3.3159 1.5470
H -3.7176 4.0219 1.6525
H -3.9112 3.3529 -0.5274
H -4.3409 1.8040 0.2154
H -2.7844 4.4552 -1.7034
H -1.2420 6.2893 -2.3311
H 1.2400 5.9088 -2.3286
H 2.1328 3.6967 -1.5960
H 0.5736 1.8721 -0.9336
H -1.2809 2.8759 5.1758
H 0.0395 4.9659 4.8963
H 1.5780 5.2214 2.9246
H 1.7753 3.3502 1.2793
H 0.6178 1.1686 1.6791
```

***

C28H33N4OPdS3Si as an isolated structure at a distorted geometry, computed with ωB97M-V/def2-TZVPD.

Output
Spin multiplicity: 1
Total charge: +1
LUMO energy: -5.0099 eV

```
71
C28H33N4OPdS3Si, DFT ωB97M-V/def2-TZVPD
Pd 0.2895 0.3602 -1.2457
C 4.5860 3.3144 0.2435
S 4.8090 1.5171 0.2198
C 3.1854 0.9500 -0.0445
S 2.0480 1.9882 -0.9010
N 2.9411 -0.2321 0.3715
N 1.6896 -0.6872 0.1420
C 1.3876 -1.8821 0.4334
C -0.0115 -2.2850 0.2852
C -0.4704 -3.5132 0.7259
C -1.8349 -3.7670 0.7227
C -2.6998 -2.7877 0.2704
C -2.1609 -1.6015 -0.2059
N -0.8553 -1.3663 -0.2136
H 5.5848 3.7218 0.3808
H 3.9526 3.6009 1.0792
H 4.1730 3.6777 -0.6951
H 2.1451 -2.5611 0.8180
H 0.2441 -4.2385 1.0929
H -2.2226 -4.7085 1.0875
H -3.7701 -2.9348 0.2867
H -2.7972 -0.8103 -0.5823
C -1.9740 -0.3471 5.2683
C -0.7225 0.2770 4.6314
C 0.0120 1.1303 5.6761
C 0.2091 -0.8472 4.1767
C -1.1590 1.1667 3.4709
C -2.0260 2.2533 3.7162
C -2.4928 3.0702 2.7098
C -2.0857 2.7962 1.4054
S -2.5006 3.6135 -0.0770
C -1.4907 2.5337 -0.9433
N -0.8896 1.6402 -0.1970
C -1.2073 1.7511 1.1482
C -0.7381 0.9378 2.1770
C -1.2168 2.5248 -2.3640
C -1.7544 3.4004 -3.3030
C -1.3406 3.3058 -4.6200
C -0.4068 2.3450 -4.9936
C 0.1265 1.4582 -4.0602
C -0.2996 1.5479 -2.7560
H -1.6826 -1.0430 6.0571
H -2.5552 -0.8969 4.5247
H -2.6184 0.4106 5.7149
H 0.3230 0.5050 6.5149
H -0.6240 1.9231 6.0701
H 0.9021 1.5894 5.2415
H 0.4538 -1.4782 5.0319
H 1.1469 -0.4526 3.7770
H -0.2646 -1.4812 3.4212
H -2.3347 2.4683 4.7303
H -3.1495 3.9031 2.9224
H -0.0457 0.1460 1.9322
H -2.4775 4.1476 -2.9973
H -1.7301 3.9948 -5.3570
H -0.0780 2.2843 -6.0227
H 0.8607 0.7226 -4.3552
C -0.6288 -2.8386 -3.6427
Si 1.1209 -2.1950 -3.3964
C 1.7977 -1.7904 -5.1051
C 2.1702 -3.5975 -2.7252
O 1.1480 -0.8674 -2.4688
H -0.6294 -3.6879 -4.3297
H -1.2803 -2.0614 -4.0506
H -1.0548 -3.1738 -2.6900
H 2.1006 -2.7222 -5.5891
H 2.6722 -1.1390 -5.0368
H 1.0439 -1.3080 -5.7318
H 2.1910 -4.4179 -3.4453
H 1.7677 -3.9846 -1.7833
H 3.1982 -3.2723 -2.5480
```

***

| no. | total energy (eV) |
| --- | --- |
| 1 | -112237.5789 |
| 2 | -81438.2287 |